Here is C34H50N3OOsP2S as an isolated structure at a distorted geometry from the OMol25 dataset. Energies are from ωB97M-V/def2-TZVPD.

Summary:
Molar mass, u: 801.04
Kohn-Sham gap (spin up / spin down), eV: 5.37 / 4.99
Maximum force, eV Å⁻¹: 7.8
E, eV: -74435.245
HOMO level (spin up / spin down), eV: -14.780 / -16.913
2S+1: 5
Charge: +3
LUMO energy (spin up / spin down), eV: -9.41 / -11.93
ΔE to the lowest compared entry with this formula, charge and spin, kcal per mole: 121.9

Last column: Mulliken spin population.
Atoms and positions in Å:
C 2.2372 1.7834 -0.6305  0.0093
C 0.6377 1.0880 -2.1951  0.1106
C 3.1889 2.0754 -1.6379  0.0066
C 1.4229 1.5646 -3.2465  0.0635
C 2.7009 2.0285 -2.9783  0.0229
H 4.2100 2.3197 -1.3771  0.0006
H 1.0520 1.3109 -4.2970  -0.0013
H 3.3142 2.3757 -3.8141  -0.0005
N 0.9256 1.6048 -0.9106  -0.0228
P 1.2737 1.6776 1.8930  0.1191
P -1.8095 -0.6939 -1.8195  0.4825
C 2.6841 1.3757 0.7492  0.0326
H 2.7621 0.2563 0.7108  -0.0108
H 3.6660 1.7626 1.1234  0.0003
C -0.1490 -0.1596 -2.4669  0.1182
H -0.2949 -0.2594 -3.5741  -0.0067
C -1.8779 -2.4897 -2.9325  0.1120
C -3.7321 0.1283 -1.6765  0.0939
C 1.7630 0.5889 3.3800  0.0226
C 1.4963 3.5617 2.1941  0.0078
C -1.7713 -3.4557 -1.7065  0.1090
H -2.5379 -3.2765 -0.9007  -0.0065
H -1.8912 -4.5229 -2.0431  0.0053
H -0.7613 -3.3339 -1.2311  -0.0463
C -3.1511 -2.6124 -3.7861  0.0103
H -4.1207 -2.4908 -3.2850  0.0048
H -3.1070 -1.8846 -4.6146  -0.0031
H -3.1562 -3.6188 -4.2615  0.0029
C -0.7695 -2.7882 -3.9986  0.0194
H -0.7904 -3.8864 -4.1931  -0.0006
H -0.9863 -2.3428 -5.0143  0.0012
H 0.2478 -2.4589 -3.6832  -0.0014
C -4.6280 -1.0047 -1.1608  0.0154
H -4.3581 -1.2181 -0.1149  0.0019
H -5.6877 -0.7060 -1.1635  0.0037
H -4.5477 -1.9615 -1.6914  0.0014
C -3.8850 1.2150 -0.6113  0.1364
H -3.6338 0.8130 0.3847  -0.0341
H -3.2883 2.1134 -0.7964  -0.0027
H -4.9479 1.5439 -0.5570  -0.0034
C -4.0360 0.7169 -3.0469  0.0198
H -4.1358 -0.0337 -3.8485  0.0009
H -4.9806 1.3175 -3.0154  0.0159
H -3.2362 1.4226 -3.3413  0.0007
C 0.6314 3.9776 3.3892  0.0157
H 0.6816 5.0757 3.4563  0.0000
H -0.4272 3.7118 3.2449  -0.0032
H 0.9863 3.5732 4.3504  0.0013
C 1.0347 4.2931 0.9282  -0.0033
H 1.6327 3.9974 0.0571  0.0016
H -0.0240 4.1190 0.7193  -0.0012
H 1.1807 5.3688 1.0975  -0.0002
C 2.9525 3.9745 2.4198  0.0043
H 2.9309 5.0331 2.7312  0.0016
H 3.4876 3.4299 3.2057  -0.0005
H 3.5448 3.9217 1.4940  0.0005
C 1.7857 -0.8814 2.9023  0.0089
H 2.6264 -1.1140 2.2314  0.0009
H 1.8354 -1.5474 3.7891  0.0007
H 0.8332 -1.0974 2.3712  -0.0079
C 0.6843 0.6509 4.4748  0.0242
H -0.2612 0.2334 4.0947  0.0000
H 1.0284 0.0068 5.3045  -0.0002
H 0.5041 1.6661 4.8595  -0.0015
C 3.1224 1.0321 3.9587  0.0085
H 3.9349 1.0615 3.2135  0.0007
H 3.0577 2.0067 4.4717  0.0003
H 3.4173 0.2961 4.7257  0.0001
Os -0.4036 0.9594 0.6300  1.3520
C -1.5344 2.3826 1.0204  0.0824
O -2.3058 3.2146 1.3852  0.1957
N 0.6028 -0.7375 -0.0638  0.6623
C 0.6185 -1.1193 -1.2973  -0.0006
C 1.5705 -2.3128 -1.3779  0.1359
C 1.5497 -3.3098 -0.3606  0.0627
C 2.6005 -2.3959 -2.3044  0.0054
C 2.4714 -4.3718 -0.3542  -0.0352
H 0.8006 -3.2074 0.4344  0.0024
C 3.4986 -3.4826 -2.3047  0.0251
H 2.7275 -1.6133 -3.0420  0.0008
C 3.4665 -4.4956 -1.3314  0.0656
H 2.3850 -5.1037 0.4677  -0.0001
H 4.2716 -3.6071 -3.0468  0.0025
H 4.2138 -5.3172 -1.2590  -0.0013
S -3.2487 -0.6937 3.8941  0.0124
C -2.8177 -1.9735 2.8139  0.0122
C -1.9967 -1.5644 1.8091  0.0633
N -1.6943 -0.1836 1.8838  -0.0808
C -2.2991 0.3899 2.9563  0.0210
H -3.1694 -2.9863 2.9296  0.0003
H -1.5783 -2.1559 0.9864  -0.0433
H -2.2205 1.4497 3.2273  -0.0034